Computed, not measured: a structure of composition C26H39N8O3SV, with the ωB97M-V functional and the def2-TZVPD basis.

Structure (XYZ):
```
78
Properties=species:S:1:pos:R:3:forces:R:3:lowdin_charge:R:1
V -0.794 -0.246 -0.220 0.73 -1.17 -0.76 0.84
O -4.871 -0.375 -3.890 -0.10 -0.03 -0.10 0.10
C -3.779 -0.072 -4.597 -0.01 -0.01 0.00 -0.25
C -3.911 0.007 -5.988 -0.01 -0.01 0.06 0.02
C -2.832 0.330 -6.777 -0.07 -0.02 0.05 -0.04
C -1.584 0.595 -6.206 0.09 0.02 0.02 -0.08
C -1.441 0.503 -4.842 0.01 0.04 0.01 -0.06
C -2.520 0.150 -4.014 -0.02 -0.05 0.06 -0.09
C -2.303 0.002 -2.576 -0.70 0.04 -0.07 -0.38
O -1.060 -0.089 -2.150 0.28 0.11 -0.07 -0.24
N -3.293 -0.086 -1.736 -0.04 0.06 -0.89 0.09
N -2.836 -0.238 -0.451 -0.25 0.00 0.76 -0.09
C -3.735 -0.244 0.484 0.27 0.01 -0.32 0.00
C -3.435 -0.346 1.878 0.29 -0.06 0.39 -0.14
C -4.480 -0.235 2.811 0.13 -0.02 0.10 -0.01
C -4.228 -0.310 4.163 -0.10 0.02 -0.08 -0.06
C -2.923 -0.506 4.610 0.07 -0.01 -0.08 -0.04
C -1.871 -0.634 3.720 -0.13 0.03 -0.23 0.01
C -2.116 -0.559 2.347 -0.60 0.19 0.64 -0.30
O -1.120 -0.726 1.487 0.31 -0.40 0.25 -0.23
H -4.675 -0.324 -2.936 0.06 0.02 0.04 0.08
H -4.885 -0.181 -6.416 -0.05 -0.01 -0.02 0.13
H -2.958 0.399 -7.848 -0.01 0.00 -0.05 0.12
H -0.754 0.896 -6.828 0.03 0.01 -0.01 0.11
H -0.500 0.766 -4.375 0.02 0.02 -0.01 0.11
H -4.776 -0.143 0.190 -0.01 0.00 -0.09 0.15
H -5.489 -0.085 2.453 -0.06 0.01 -0.03 0.12
H -5.036 -0.221 4.873 -0.03 0.00 0.01 0.12
H -2.726 -0.565 5.671 0.01 0.00 0.03 0.12
H -0.859 -0.790 4.063 0.04 0.00 -0.02 0.12
N 0.279 -1.841 -3.516 0.13 -0.09 -0.23 0.22
C 1.349 -2.732 -2.950 0.05 -0.04 -0.22 -0.26
C 2.456 -1.933 -2.272 0.02 -0.10 0.15 -0.08
C 2.222 -1.525 -0.812 0.15 -0.08 0.03 -0.32
N 1.374 -0.314 -0.659 -0.29 0.41 0.13 0.00
C 1.678 -2.683 0.023 0.04 -0.03 -0.04 -0.09
C 0.490 -3.409 -0.603 0.10 -0.19 -0.06 -0.33
N -0.731 -2.584 -0.512 -0.18 0.37 0.32 0.05
C 0.784 -3.819 -2.047 0.10 -0.05 0.12 -0.08
H 0.681 -1.207 -4.210 -0.04 -0.08 -0.02 0.16
H -0.238 -1.205 -2.837 -0.03 -0.01 -0.01 0.08
H -0.421 -2.392 -4.017 -0.01 0.05 0.03 0.17
H 1.769 -3.218 -3.835 0.03 0.03 0.11 0.16
H 2.758 -1.074 -2.878 -0.05 0.04 -0.01 0.13
H 3.324 -2.598 -2.267 0.01 0.05 0.01 0.14
H 3.210 -1.267 -0.413 -0.11 -0.04 -0.04 0.15
H 1.616 0.359 -1.386 -0.06 -0.03 0.01 0.11
H 1.690 0.159 0.204 0.14 -0.02 0.04 -0.04
H 1.415 -2.323 1.021 0.00 0.01 0.01 0.13
H 2.483 -3.409 0.162 -0.01 0.01 -0.01 0.14
H 0.333 -4.339 -0.044 0.02 0.10 -0.05 0.16
H -1.035 -2.581 0.463 0.01 -0.19 -0.04 0.09
H -1.489 -3.040 -1.016 -0.01 0.13 -0.05 0.12
H -0.087 -4.297 -2.502 -0.06 0.02 -0.02 0.13
H 1.553 -4.595 -2.012 -0.04 -0.02 0.03 0.14
N -1.202 2.914 0.099 0.04 -0.37 -0.03 0.25
C -0.974 1.789 0.010 -0.04 1.32 0.21 -0.04
H -1.389 3.891 0.222 -0.01 0.02 -0.01 0.13
C 1.595 4.350 2.586 -0.07 0.05 -0.06 -0.10
N 2.496 3.536 3.380 0.08 -0.09 -0.05 -0.22
C 2.728 4.056 4.723 0.17 0.04 0.10 -0.03
C 2.694 2.237 3.073 0.10 -0.10 -0.14 -0.73
S 1.611 1.420 2.054 -0.30 -0.11 -0.09 0.72
N 3.760 1.603 3.597 -0.17 0.08 0.04 -0.21
C 5.019 2.279 3.877 0.03 0.14 0.13 -0.03
C 3.855 0.156 3.554 -0.01 -0.11 0.01 -0.09
H 1.868 5.396 2.727 0.01 -0.01 0.02 0.10
H 0.555 4.211 2.897 0.01 -0.01 -0.01 0.09
H 1.693 4.093 1.535 -0.01 0.03 0.03 0.06
H 1.780 4.430 5.118 0.03 -0.01 0.00 0.10
H 3.448 4.875 4.714 0.00 -0.01 0.03 0.10
H 3.082 3.269 5.380 0.03 -0.02 0.01 0.09
H 4.988 3.301 3.511 -0.01 0.04 0.01 0.09
H 5.817 1.748 3.356 0.01 0.02 0.00 0.10
H 5.246 2.281 4.944 0.02 0.03 0.01 0.10
H 2.876 -0.286 3.717 0.03 -0.03 0.00 0.06
H 4.532 -0.167 4.343 0.01 0.02 0.02 0.10
H 4.246 -0.188 2.592 -0.01 0.00 0.01 0.09
```
Positions in Å, forces in eV/Å.

Output
ΔE to the lowest compared entry with this formula, charge and spin (kJ/mol): 36.66
Electronic energy (eV): -82170.8626
Multiplicity: 3
Kohn-Sham gap (spin up / spin down) (eV): 7.4 / 7.2
Net charge: +2
HOMO energy (spin up / spin down) (eV): -12.894 / -12.986
⟨S²⟩: 2.015

***

Computed, not measured: a cluster of 7 separate species, C42H42 in total, with the ωB97M-V functional and the def2-TZVPD basis.

Structure (XYZ):
```
84
Properties=species:S:1:pos:R:3:forces:R:3:lowdin_charge:R:1
C 0.296 -2.017 -5.255 1.97 -1.32 -4.01 -0.10
C 0.469 -2.576 -6.660 0.56 1.06 2.09 -0.03
C 1.740 -2.676 -7.238 -1.77 2.88 4.63 -0.09
C 2.842 -2.053 -6.569 -2.38 -0.82 -0.74 -0.10
C 2.626 -1.642 -5.278 0.37 0.78 1.49 -0.10
C 1.343 -1.574 -4.536 4.02 -0.80 0.42 -0.09
H -0.596 -2.102 -4.799 -3.36 -0.11 1.14 0.04
H -0.435 -2.815 -7.235 0.44 -0.26 0.45 0.09
H 1.861 -3.067 -8.140 0.39 -1.57 -3.87 0.05
H 3.687 -1.864 -7.227 0.52 -0.26 0.98 0.10
H 3.557 -1.396 -4.778 -0.23 0.58 0.40 0.09
H 1.412 -1.385 -3.362 -0.57 -0.08 -2.98 0.12
C 4.476 -3.296 -0.882 -0.96 4.11 0.81 -0.07
C 4.172 -1.800 -0.245 3.47 -4.27 -0.62 -0.01
C 5.147 -1.200 0.603 -2.24 -4.42 -2.49 -0.10
C 6.332 -1.970 0.938 0.44 0.98 -0.24 -0.13
C 6.728 -3.164 0.337 -4.84 0.41 -1.02 -0.04
C 5.670 -3.909 -0.613 2.87 1.61 1.35 -0.08
H 3.616 -3.558 -1.594 1.78 -0.33 1.15 0.09
H 3.211 -1.499 -0.621 -0.11 0.87 0.54 0.03
H 4.759 -0.421 1.165 0.18 1.93 0.96 0.06
H 6.962 -1.406 1.685 -0.30 -1.17 -0.82 0.11
H 7.590 -3.643 0.722 0.75 -0.59 -0.19 0.06
H 6.102 -4.828 -1.094 -1.05 0.87 0.56 0.09
C 0.023 -5.116 0.509 -2.38 -2.50 -1.87 -0.06
C -1.002 -5.948 -0.336 5.96 7.47 0.14 -0.01
C -1.170 -5.483 -1.617 -3.31 -3.99 -0.02 -0.18
C -0.459 -4.483 -2.214 3.86 4.15 -2.19 -0.13
C 0.562 -3.720 -1.522 -1.65 -3.02 2.70 -0.03
C 0.748 -4.134 -0.042 -0.28 2.72 -4.42 -0.11
H 0.274 -5.246 1.540 -0.55 -0.79 0.59 0.08
H -1.453 -6.706 0.075 -2.60 -3.95 2.01 0.03
H -2.011 -6.146 -2.157 2.07 1.92 0.53 0.15
H -0.488 -4.192 -3.351 -0.60 -0.93 2.30 0.13
H 1.204 -2.932 -1.970 -0.80 -0.83 0.26 0.05
H 1.363 -3.483 0.568 0.28 -0.28 0.01 0.08
C -1.644 3.235 7.828 2.99 0.90 -1.89 -0.06
C -1.727 2.912 6.370 -0.68 -0.80 0.73 -0.08
C -0.893 3.437 5.425 1.35 2.32 4.41 -0.07
C 0.089 4.452 5.839 -7.05 -5.32 9.01 -0.08
C 0.246 4.821 7.151 -1.50 -1.08 3.20 -0.04
C -0.585 4.081 8.236 0.01 1.50 -4.53 -0.06
H -2.169 2.768 8.626 -0.90 -0.48 -0.02 0.07
H -2.411 2.186 5.853 0.12 0.54 1.60 0.11
H -0.959 3.158 4.437 -0.14 -0.50 -2.00 0.05
H 0.521 4.739 5.122 6.77 4.95 -9.59 -0.03
H 0.873 5.653 7.646 -0.66 -1.45 -1.60 0.12
H -0.386 4.502 9.201 -0.33 -0.55 0.66 0.07
C -4.018 -3.077 -2.150 3.65 1.13 1.86 -0.11
C -2.987 -1.960 -1.982 -3.26 -0.19 -1.55 -0.07
C -3.027 -0.794 -2.765 -0.65 -0.81 -2.21 -0.13
C -4.033 -0.663 -3.817 -3.20 -0.65 0.87 -0.09
C -5.120 -1.702 -3.882 3.11 -0.20 0.21 -0.06
C -5.022 -2.976 -3.036 -0.65 1.78 -4.72 -0.13
H -3.764 -4.035 -1.600 -0.56 1.30 -0.66 0.10
H -2.294 -1.966 -1.192 0.94 -0.65 0.72 0.05
H -2.183 -0.068 -2.897 -0.80 -0.67 1.04 0.10
H -4.174 0.390 -4.402 0.60 -3.00 1.22 0.13
H -5.775 -1.753 -4.800 0.53 0.39 1.44 0.09
H -5.513 -3.881 -3.571 0.37 1.55 1.77 0.12
C -0.898 1.341 1.570 2.08 0.36 -1.86 -0.05
C 0.053 2.497 1.759 4.54 -12.19 -10.14 -0.01
C 1.331 2.508 1.041 -3.77 -1.32 1.49 -0.03
C 1.667 1.437 0.167 -3.26 1.09 2.38 -0.14
C 0.830 0.393 -0.078 -2.69 -1.97 -0.56 -0.09
C -0.535 0.393 0.570 1.35 -1.57 0.23 -0.09
H -1.890 1.153 2.093 1.53 0.85 -0.58 0.11
H -0.260 3.091 2.323 -3.97 9.72 8.63 -0.08
H 2.005 3.308 1.239 0.42 0.48 -0.10 0.08
H 2.497 1.541 -0.366 3.78 0.14 -2.01 0.05
H 1.188 -0.488 -0.861 -1.34 2.43 2.22 0.12
H -1.213 -0.543 0.397 1.31 1.97 0.23 0.10
C -1.632 5.753 1.049 -3.21 -0.20 1.07 -0.07
C -3.143 5.588 0.965 5.26 1.94 3.34 -0.04
C -3.839 5.988 2.058 0.34 1.62 0.74 -0.09
C -3.192 6.607 3.171 2.98 -1.58 -0.95 -0.10
C -1.831 6.602 3.423 1.72 -2.90 -5.28 -0.03
C -0.998 6.090 2.226 -2.94 0.66 1.41 -0.08
H -1.027 5.612 0.192 0.32 -0.55 -0.80 0.08
H -3.553 5.356 0.083 -1.61 -1.19 -3.07 0.05
H -4.906 6.083 2.083 -0.47 -0.38 -0.26 0.10
H -3.644 7.059 3.943 -2.79 1.18 2.43 0.05
H -1.268 6.688 4.321 -0.29 0.86 0.79 0.07
H 0.057 5.933 2.184 0.71 0.49 0.61 0.07
```
Positions in Å, forces in eV/Å.

Output
ΔE to the lowest compared entry with this formula, charge and spin (kJ/mol): 1282.92
SMILES: c1ccccc1.c1ccccc1.c1ccccc1.c1ccccc1.c1ccccc1.c1ccccc1.c1ccccc1
Electronic energy (eV): -44220.3772
Multiplicity: 1
Kohn-Sham gap (eV): 9.4
HOMO energy (eV): -8.740